11
Properties=species:S:1:pos:R:3:lowdin_charge:R:1 method="wB97M-V/def2-TZVPD" de_lowest_kcal_mol=132.78 homo_energy_ha=-0.3471 lumo_energy_ev=-0.68 smiles="O=c1cncnn1O" homo_lumo_gap_ev=8.8
C 1.412 -0.823 -0.032 -0.2101
C 0.608 1.462 -0.038 -0.0393
C -0.681 0.871 -0.056 -0.4576
H -1.807 -2.046 -0.273 0.2160
H 2.394 -1.517 0.162 0.1666
H 0.757 2.645 0.123 0.1827
N -0.826 -0.471 0.215 -0.1160
N 0.286 -1.302 0.038 0.0929
N 1.602 0.612 -0.072 0.0813
O -2.051 -0.983 -0.100 0.0110
O -1.695 1.550 0.033 0.0723



11
Properties=species:S:1:pos:R:3:lowdin_charge:R:1 method="wB97M-V/def2-TZVPD" de_lowest_kcal_mol=104.94 homo_energy_ha=-0.3170 lumo_energy_ev=-1.23 smiles="Nc1connc1=S" homo_lumo_gap_ev=7.4
C -0.027 0.970 0.121 -0.3948
C -1.362 1.040 -0.183 -0.0779
C 0.437 -0.423 0.036 -0.7420
H 1.795 1.764 -0.308 0.0884
H 0.500 3.012 0.374 0.1515
H -1.903 1.940 -0.305 0.1192
N 0.876 1.994 0.239 0.0395
N -1.725 -1.290 0.188 0.1054
N -0.519 -1.450 0.261 0.0374
O -2.259 0.047 -0.263 -0.0308
S 2.061 -0.711 -0.145 0.7041